ORCA calculation (ωB97M-V/def2-TZVPD) on a cluster of 9 separate species, C36H87N9O6 in total at a distorted geometry.

Calculated values
HOMO level, eV: -7.7
Charge: 0
Multiplicity: 1
Relative energy (zero: lowest compared OMol25 entry of this formula, charge and spin), kcal per mole: 12.88
Frontier orbital gap, eV: 7.749

Bonds (Å) are listed after each position.
CARTESIAN COORDINATES (ANGSTROEM)
1 C 0.69 6.98 -1.92  C2 1.543, H8 1.093, H9 1.090, H10 1.091
2 C 2.04 6.44 -1.42  C1 1.543, N3 1.450, H11 1.092, H12 1.093
3 N 2.09 5.93 -0.06  C2 1.450, C4 1.457, C6 1.451
4 C 1.34 4.70 0.11  N3 1.457, C5 1.521, H13 1.100, H14 1.094
5 C 1.92 3.85 1.24  C4 1.521, H15 1.093, H16 1.095, H17 1.092
6 C 1.76 6.92 0.94  N3 1.451, C7 1.522, H18 1.093, H19 1.104
7 C 2.68 8.14 0.91  C6 1.522, H20 1.090, H21 1.091, H22 1.093
8 H -0.11 6.23 -1.95  C1 1.093
9 H 0.85 7.36 -2.92  C1 1.090
10 H 0.32 7.75 -1.24  C1 1.091
11 H 2.40 5.67 -2.11  C2 1.092
12 H 2.74 7.27 -1.53  C2 1.093
13 H 0.25 4.84 0.26  C4 1.100
14 H 1.41 4.12 -0.81  C4 1.094
15 H 3.01 3.88 1.29  C5 1.093
16 H 1.62 4.18 2.23  C5 1.095
17 H 1.66 2.79 1.19  C5 1.092
18 H 1.86 6.48 1.94  C6 1.093
19 H 0.70 7.22 0.92  C6 1.104
20 H 2.42 8.92 0.19  C7 1.090
21 H 3.70 7.80 0.72  C7 1.091
22 H 2.67 8.62 1.89  C7 1.093
23 C 0.61 3.41 6.51  C24 1.532, H30 1.094, H31 1.092, H32 1.091
24 C 0.60 1.94 6.94  C23 1.532, N25 1.455, H33 1.099, H34 1.091
25 N 0.33 1.06 5.80  C24 1.455, C26 1.465, C28 1.455
26 C 1.58 0.59 5.18  N25 1.465, C27 1.514, H35 1.095, H36 1.104
27 C 1.55 -0.70 4.40  C26 1.514, H37 1.092, H38 1.094, H39 1.092
28 C -0.73 0.10 6.04  N25 1.455, C29 1.540, H40 1.103, H41 1.090
29 C -2.07 0.86 6.18  C28 1.540, H42 1.090, H43 1.092, H44 1.090
30 H 1.15 3.98 7.27  C23 1.094
31 H -0.38 3.85 6.40  C23 1.092
32 H 1.06 3.52 5.52  C23 1.091
33 H 1.56 1.67 7.39  C24 1.099
34 H -0.16 1.85 7.72  C24 1.091
35 H 1.97 1.41 4.56  C26 1.095
36 H 2.32 0.45 5.99  C26 1.104
37 H 0.98 -0.71 3.47  C27 1.092
38 H 2.56 -0.98 4.06  C27 1.094
39 H 1.21 -1.52 5.04  C27 1.092
40 H -0.56 -0.55 6.91  C28 1.103
41 H -0.80 -0.57 5.19  C28 1.090
42 H -2.47 0.88 7.19  C29 1.090
43 H -2.87 0.53 5.52  C29 1.092
44 H -1.88 1.89 5.85  C29 1.090
45 C -7.44 -1.37 -4.35  C46 1.521, H52 1.095, H53 1.093, H54 1.088
46 C -6.28 -0.99 -3.44  C45 1.521, N47 1.456, H55 1.102, H56 1.090
47 N -5.02 -0.89 -4.15  C46 1.456, C48 1.444, C50 1.455
48 C -3.86 -0.82 -3.30  N47 1.444, C49 1.565, H57 1.087, H58 1.100
49 C -3.38 0.64 -2.96  C48 1.565, H59 1.101, H60 1.095, H61 1.082
50 C -4.98 -0.09 -5.37  N47 1.455, C51 1.537, H62 1.092, H63 1.089
51 C -5.57 1.33 -5.27  C50 1.537, H64 1.092, H65 1.088, H66 1.091
52 H -8.39 -1.29 -3.82  C45 1.095
53 H -7.40 -2.42 -4.66  C45 1.093
54 H -7.54 -0.78 -5.26  C45 1.088
55 H -6.49 -0.03 -2.94  C46 1.102
56 H -6.22 -1.77 -2.68  C46 1.090
57 H -4.02 -1.37 -2.37  C48 1.087
58 H -2.95 -1.14 -3.82  C48 1.100
59 H -4.21 1.17 -2.47  C49 1.101
60 H -2.68 0.60 -2.12  C49 1.095
61 H -3.03 1.18 -3.83  C49 1.082
62 H -5.53 -0.65 -6.12  C50 1.092
63 H -3.94 -0.06 -5.70  C50 1.089
64 H -5.06 1.99 -5.96  C51 1.092
65 H -5.48 1.76 -4.28  C51 1.088
66 H -6.63 1.35 -5.53  C51 1.091
67 C -1.44 -7.52 1.04  N68 1.459, H72 1.094, H73 1.083, H74 1.088
68 N -0.13 -7.03 1.44  C67 1.459, C69 1.354, H75 1.004
69 C 0.07 -5.72 1.71  N68 1.354, C70 1.508, O71 1.225
70 C 1.30 -5.31 2.48  C69 1.508, H76 1.089, H77 1.091, H78 1.089
71 O -0.79 -4.88 1.46  C69 1.225
72 H -1.29 -8.26 0.25  C67 1.094
73 H -2.01 -6.70 0.61  C67 1.083
74 H -1.95 -8.01 1.87  C67 1.088
75 H 0.54 -7.73 1.72  N68 1.004
76 H 2.08 -6.06 2.58  C70 1.089
77 H 1.00 -5.00 3.48  C70 1.091
78 H 1.69 -4.42 2.00  C70 1.089
79 C -1.59 -3.59 -5.36  N80 1.442, H84 1.095, H85 1.093, H86 1.089
80 N -0.54 -2.91 -6.07  C79 1.442, C81 1.359, H87 1.004
81 C -0.55 -1.58 -6.34  N80 1.359, C82 1.513, O83 1.217
82 C 0.80 -0.97 -6.64  C81 1.513, H88 1.091, H89 1.089, H90 1.088
83 O -1.56 -0.90 -6.37  C81 1.217
84 H -1.91 -3.15 -4.41  C79 1.095
85 H -1.21 -4.58 -5.06  C79 1.093
86 H -2.52 -3.75 -5.90  C79 1.089
87 H 0.36 -3.36 -6.09  N80 1.004
88 H 1.12 -0.48 -5.72  C82 1.091
89 H 0.66 -0.16 -7.36  C82 1.089
90 H 1.52 -1.66 -7.06  C82 1.088
91 C 8.93 -0.18 1.16  N92 1.453, H96 1.086, H97 1.092, H98 1.091
92 N 7.58 0.30 1.40  C91 1.453, C93 1.360, H99 1.004
93 C 6.80 0.77 0.39  N92 1.360, C94 1.503, O95 1.219
94 C 5.38 1.10 0.75  C93 1.503, H100 1.095, H101 1.094, H102 1.083
95 O 7.23 0.89 -0.75  C93 1.219
96 H 9.08 -0.76 0.26  C91 1.086
97 H 9.18 -0.80 2.03  C91 1.092
98 H 9.63 0.66 1.17  C91 1.091
99 H 7.15 0.04 2.27  N92 1.004
100 H 5.31 1.57 1.74  C94 1.095
101 H 4.83 0.17 0.91  C94 1.094
102 H 4.93 1.77 0.03  C94 1.083
103 C -3.46 0.49 1.68  N104 1.445, H108 1.095, H109 1.090, H110 1.091
104 N -2.28 1.27 1.96  C103 1.445, C105 1.350, H111 1.016
105 C -2.36 2.36 2.75  N104 1.350, C106 1.514, O107 1.223
106 C -1.04 3.06 3.00  C105 1.514, H112 1.091, H113 1.087, H114 1.090
107 O -3.43 2.77 3.19  C105 1.223
108 H -4.10 0.89 0.88  C103 1.095
109 H -4.07 0.45 2.58  C103 1.090
110 H -3.19 -0.52 1.37  C103 1.091
111 H -1.39 0.96 1.60  N104 1.016
112 H -0.20 2.43 2.71  C106 1.091
113 H -0.85 3.27 4.05  C106 1.087
114 H -1.02 3.97 2.40  C106 1.090
115 C -0.79 -2.37 -0.74  N116 1.454, H120 1.091, H121 1.090, H122 1.088
116 N -0.67 -1.01 -0.23  C115 1.454, C117 1.348, H123 1.008
117 C 0.37 -0.54 0.49  N116 1.348, C118 1.506, O119 1.232
118 C 1.63 -1.35 0.60  C117 1.506, H124 1.085, H125 1.089, H126 1.092
119 O 0.34 0.58 0.99  C117 1.232
120 H 0.07 -2.95 -0.39  C115 1.091
121 H -0.74 -2.43 -1.82  C115 1.090
122 H -1.63 -2.88 -0.27  C115 1.088
123 H -1.47 -0.41 -0.32  N116 1.008
124 H 2.44 -0.67 0.86  C118 1.085
125 H 1.90 -1.80 -0.36  C118 1.089
126 H 1.47 -2.09 1.39  C118 1.092
127 C -0.14 -6.13 -2.02  N128 1.451, H132 1.092, H133 1.087, H134 1.090
128 N 0.90 -5.25 -2.54  C127 1.451, C129 1.361, H135 1.004
129 C 2.02 -4.94 -1.82  N128 1.361, C130 1.517, O131 1.217
130 C 2.94 -3.92 -2.47  C129 1.517, H136 1.087, H137 1.092, H138 1.089
131 O 2.33 -5.50 -0.79  C129 1.217
132 H -0.59 -6.63 -2.87  C127 1.092
133 H -0.88 -5.66 -1.38  C127 1.087
134 H 0.39 -6.93 -1.50  C127 1.090
135 H 0.76 -4.72 -3.38  N128 1.004
136 H 3.96 -4.27 -2.31  C130 1.087
137 H 2.80 -2.97 -1.96  C130 1.092
138 H 2.79 -3.74 -3.54  C130 1.089


ORCA calculation (ωB97M-V/def2-TZVPD) on a cluster of 2 separate species, C5H11NO in total.

Calculated values
HOMO level, eV: -9.6
Charge: 0
Multiplicity: 1
Relative energy (zero: lowest compared OMol25 entry of this formula, charge and spin), kcal per mole: 17.91
Frontier orbital gap, eV: 10.525

Bonds (Å) are listed after each position.
CARTESIAN COORDINATES (ANGSTROEM)
1 C 1.38 1.85 2.01  C2 1.513, H5 1.103, H6 1.103, H7 1.103
2 C 0.54 0.82 1.29  C1 1.513, N3 1.367, O4 1.223
3 N 1.24 -0.03 0.49  C2 1.367, H8 1.023, H9 1.023
4 O -0.68 0.75 1.41  C2 1.223
5 H 0.72 2.49 2.63  C1 1.103
6 H 1.91 2.49 1.29  C1 1.103
7 H 2.12 1.37 2.67  C1 1.103
8 H 2.26 0.03 0.40  N3 1.023
9 H 0.73 -0.75 -0.02  N3 1.023
10 C -1.11 -2.09 -0.50  C11 1.336, H13 1.096, H14 1.096
11 C -0.96 -1.43 -1.65  C10 1.336, C12 1.499, H15 1.098
12 C -1.25 0.03 -1.84  C11 1.499, H16 1.103, H17 1.103, H18 1.103
13 H -0.88 -3.16 -0.42  C10 1.096
14 H -1.46 -1.58 0.41  C10 1.096
15 H -0.61 -1.98 -2.53  C11 1.098
16 H -1.59 0.48 -0.89  C12 1.103
17 H -2.03 0.17 -2.60  C12 1.103
18 H -0.34 0.56 -2.16  C12 1.103


ORCA calculation (ωB97M-V/def2-TZVPD) on the molecule C5H9ClN2O2S2 at a distorted geometry.

Calculated values
HOMO level, eV: -8.2
Charge: 0
Multiplicity: 1
Relative energy (zero: lowest compared OMol25 entry of this formula, charge and spin), kcal per mole: 0.00
Frontier orbital gap, eV: 8.585

Bonds (Å) are listed after each position.
CARTESIAN COORDINATES (ANGSTROEM)
1 C -1.60 -0.70 0.83  C2 1.466, H13 1.080, H14 1.064, H15 1.081
2 C -0.34 -0.02 0.54  C1 1.466, C3 1.401, N11 1.370
3 C -0.05 0.99 -0.39  C2 1.401, S4 1.781, S8 1.708
4 S -0.97 1.82 -1.66  C3 1.781, N5 1.651, O6 1.409, O7 1.416
5 N -0.60 1.16 -3.13  S4 1.651, H16 1.002, H17 1.006
6 O -2.34 1.56 -1.43  S4 1.409
7 O -0.60 3.19 -1.69  S4 1.416
8 S 1.62 1.31 -0.50  C3 1.708, C9 1.777
9 C 2.01 -0.03 0.61  S8 1.777, Cl10 2.143, N11 1.397, H18 1.081
10 Cl 2.75 -1.62 -0.62  C9 2.143
11 N 0.80 -0.48 1.14  C2 1.370, C9 1.397, C12 1.447
12 C 0.95 -1.48 2.18  N11 1.447, H19 1.105, H20 1.061, H21 1.157
13 H -1.37 -1.75 0.70  C1 1.080
14 H -2.42 -0.45 0.18  C1 1.064
15 H -1.94 -0.40 1.81  C1 1.081
16 H -0.82 0.19 -3.24  N5 1.002
17 H -0.97 1.73 -3.86  N5 1.006
18 H 2.84 0.09 1.29  C9 1.081
19 H 0.35 -2.35 1.85  C12 1.105
20 H 1.94 -1.85 2.24  C12 1.061
21 H 0.75 -0.90 3.16  C12 1.157


ORCA calculation (ωB97M-V/def2-TZVPD) on the ion C11H22O2P with charge -1 at a distorted geometry.

Calculated values
HOMO level, eV: -2.9
Charge: -1
Multiplicity: 1
Relative energy (zero: lowest compared OMol25 entry of this formula, charge and spin), kcal per mole: 25.71
Frontier orbital gap, eV: 5.764

Bonds (Å) are listed after each position.
CARTESIAN COORDINATES (ANGSTROEM)
1 C -6.00 -0.87 0.33  P2 1.716, H15 1.090, H16 1.146
2 P -4.68 0.18 0.01  C1 1.716, O3 1.467, O4 1.590, C5 2.147
3 O -4.79 1.63 0.19  P2 1.467
4 O -4.42 -0.05 -1.54  P2 1.590, H17 0.983
5 C -2.77 -0.47 0.76  P2 2.147, C6 1.526, H18 1.131, H19 1.093
6 C -1.53 -0.10 -0.05  C5 1.526, C7 1.569, C14 1.564, H20 1.061
7 C -0.44 -1.22 0.06  C6 1.569, C8 1.500, H21 1.074, H22 1.041
8 C 0.95 -0.95 -0.46  C7 1.500, C9 1.477, H23 1.129, H24 1.113
9 C 1.50 0.27 0.16  C8 1.477, C10 1.534, C13 1.592, H25 1.119
10 C 2.92 0.63 -0.28  C9 1.534, C11 1.551, C12 1.528, H26 1.138
11 C 3.57 1.68 0.66  C10 1.551, H27 1.105, H28 1.029, H29 1.195
12 C 3.76 -0.63 -0.42  C10 1.528, H30 1.084, H31 1.187, H32 1.132
13 C 0.55 1.48 -0.25  C9 1.592, C14 1.571, H33 1.064, H34 1.079
14 C -0.84 1.22 0.42  C6 1.564, C13 1.571, H35 1.067, H36 1.130
15 H -6.32 -0.71 1.36  C1 1.090
16 H -5.82 -1.88 -0.20  C1 1.146
17 H -4.96 -0.86 -1.68  O4 0.983
18 H -2.64 0.02 1.77  C5 1.131
19 H -2.84 -1.53 1.01  C5 1.093
20 H -1.94 0.06 -1.02  C6 1.061
21 H -0.79 -2.11 -0.42  C7 1.074
22 H -0.09 -1.33 1.04  C7 1.041
23 H 1.50 -1.87 -0.09  C8 1.129
24 H 0.77 -0.85 -1.55  C8 1.113
25 H 1.54 0.28 1.28  C9 1.119
26 H 2.71 1.05 -1.32  C10 1.138
27 H 3.76 1.36 1.70  C11 1.105
28 H 3.24 2.65 0.62  C11 1.029
29 H 4.73 1.79 0.37  C11 1.195
30 H 3.52 -1.33 0.37  C12 1.084
31 H 4.84 -0.14 -0.54  C12 1.187
32 H 3.60 -1.17 -1.40  C12 1.132
33 H 0.68 1.60 -1.30  C13 1.064
34 H 1.04 2.31 0.23  C13 1.079
35 H -0.77 1.09 1.48  C14 1.067
36 H -1.29 2.23 0.20  C14 1.130


ORCA calculation (ωB97M-V/def2-TZVPD) on the molecule C4H9NO2 at a distorted geometry.

Calculated values
HOMO level, eV: -9.2
Charge: 0
Multiplicity: 1
Relative energy (zero: lowest compared OMol25 entry of this formula, charge and spin), kcal per mole: 57.41
Frontier orbital gap, eV: 9.884

Bonds (Å) are listed after each position.
CARTESIAN COORDINATES (ANGSTROEM)
1 C 1.01 0.86 -1.43  C2 1.545, H8 1.085, H9 1.094, H10 1.083
2 C 0.42 -0.13 -0.39  C1 1.545, C3 1.547, N5 1.476, H11 1.111
3 C 0.96 -1.58 -0.41  C2 1.547, O4 1.195, H12 1.146
4 O 0.34 -2.46 0.11  C3 1.195
5 N -1.03 -0.15 -0.11  C2 1.476, C6 1.421, H13 1.009
6 C -1.37 -0.15 1.27  N5 1.421, O7 1.466, H14 1.083, H15 1.113
7 O -0.82 0.96 2.05  C6 1.466, H16 0.969
8 H 0.26 1.56 -1.79  C1 1.085
9 H 1.44 0.30 -2.26  C1 1.094
10 H 1.92 1.25 -1.01  C1 1.083
11 H 0.86 0.10 0.60  C2 1.111
12 H 2.08 -1.69 -0.62  C3 1.146
13 H -1.57 0.46 -0.70  N5 1.009
14 H -0.90 -0.95 1.84  C6 1.083
15 H -2.48 -0.10 1.32  C6 1.113
16 H -1.11 1.72 1.52  O7 0.969


ORCA calculation (ωB97M-V/def2-TZVPD) on the molecule H3N2PS at a distorted geometry.

Calculated values
HOMO level (spin up / spin down), eV: -8.1 / -7.9
Charge: 0
Multiplicity: 1
Relative energy (zero: lowest compared OMol25 entry of this formula, charge and spin), kcal per mole: 19.00
Frontier orbital gap (spin up / spin down), eV: 7.519 / 7.888

Bonds (Å) are listed after each position.
CARTESIAN COORDINATES (ANGSTROEM)
1 N 1.25 -0.04 -0.69  N2 1.338, H5 1.102, H6 1.104
2 N 0.13 -0.45 -0.08  N1 1.338, P3 1.848
3 P -1.27 0.75 -0.06  N2 1.848, S4 2.224
4 S -2.89 -0.75 0.27  P3 2.224, H7 1.370
5 H 1.48 1.01 -0.92  N1 1.102
6 H 2.14 -0.60 -0.35  N1 1.104
7 H -3.78 0.05 0.94  S4 1.370